Record 1
C17H19ClN2O3S2 | ωB97M-V with the def2-TZVPD basis set

Positions of all 44 atoms, in Å:
C: 6.31 1.44 0.38
C: 5.16 0.53 0.75
O: 5.08 -0.05 1.80
N: 4.22 0.47 -0.25
C: 3.03 -0.25 -0.29
C: 2.60 -1.05 0.76
C: 1.39 -1.72 0.67
C: 0.62 -1.59 -0.47
S: -0.95 -2.42 -0.64
O: -0.77 -3.71 -1.23
O: -1.86 -1.51 -1.28
N: -1.38 -2.70 0.96
C: -1.93 -1.58 1.69
C: -3.36 -1.25 1.29
S: -4.04 0.13 2.25
C: -2.95 1.51 1.73
C: -2.76 1.57 0.25
C: -3.87 1.59 -0.59
C: -3.74 1.63 -1.96
C: -2.48 1.66 -2.53
C: -1.36 1.65 -1.72
C: -1.50 1.60 -0.35
Cl: -0.06 1.58 0.62
C: 1.04 -0.82 -1.53
C: 2.25 -0.14 -1.44
H: 5.96 2.45 0.20
H: 7.03 1.46 1.20
H: 6.81 1.08 -0.51
H: 4.41 1.01 -1.08
H: 3.20 -1.13 1.65
H: 1.04 -2.35 1.48
H: -1.92 -3.55 1.03
H: -1.27 -0.74 1.47
H: -1.87 -1.80 2.76
H: -4.02 -2.09 1.51
H: -3.41 -1.00 0.23
H: -3.47 2.40 2.09
H: -2.00 1.42 2.26
H: -4.85 1.56 -0.14
H: -4.62 1.62 -2.59
H: -2.36 1.69 -3.60
H: -0.37 1.69 -2.15
H: 0.41 -0.74 -2.40
H: 2.58 0.47 -2.27

Values from the calculation:
Gap between HOMO and LUMO, eV: 9.1
Net charge: 0
ΔE to the lowest compared entry with this formula, charge and spin, eV: 0.102
SMILES string: CC(=O)Nc1ccc(S(=O)(=O)NCCSCc2ccccc2Cl)cc1
Multiplicity: 1

Atom charges from the Löwdin analysis, given in e for atoms 1 to 4:
1. C 0.00
2. C -0.51
3. O 0.08
4. N 0.12

---

Record 2
C17H19FN2O2 | ωB97M-V with the def2-TZVPD basis set

Positions of all 41 atoms, in Å:
C: -2.88 2.34 1.42
C: -2.93 2.39 -0.18
C: -1.49 1.96 -0.73
F: -0.57 2.55 0.16
N: -1.45 0.49 -0.69
C: -0.14 -0.03 -0.28
O: 0.85 0.33 -0.85
O: -0.15 -0.96 0.74
C: 0.45 -0.45 1.95
C: 2.02 -0.42 1.88
C: 2.66 0.87 2.05
C: 4.11 0.98 1.97
C: 4.84 -0.26 1.71
C: 4.21 -1.55 1.53
C: 2.74 -1.67 1.61
C: 2.03 -3.04 1.39
C: -1.74 -0.13 -1.98
C: -1.10 0.25 -3.25
C: -1.49 -0.52 -4.42
N: -2.37 -1.55 -4.48
C: -2.95 -1.86 -3.30
C: -2.71 -1.23 -2.00
H: -2.38 1.39 1.71
H: -2.29 3.21 1.82
H: -3.90 2.43 1.87
H: -3.04 3.48 -0.43
H: -3.75 1.76 -0.59
H: -1.42 2.40 -1.76
H: 0.20 -1.20 2.75
H: 0.03 0.53 2.29
H: 2.02 1.77 2.22
H: 4.58 1.97 2.10
H: 5.95 -0.18 1.62
H: 4.78 -2.47 1.30
H: 1.32 -2.91 0.52
H: 2.79 -3.81 1.06
H: 1.44 -3.39 2.27
H: -0.37 1.08 -3.23
H: -0.99 -0.23 -5.38
H: -3.68 -2.71 -3.30
H: -3.22 -1.59 -1.09

Values from the calculation:
Gap between HOMO and LUMO, eV: 9.1
Net charge: 0
ΔE to the lowest compared entry with this formula, charge and spin, eV: 3.334
SMILES string: CC[C@@H](F)N(C(=O)OCc1ccccc1C)c1ccncc1
Multiplicity: 1

Atom charges from the Löwdin analysis, given in e for atoms 1 to 4:
1. C -0.10
2. C -0.15
3. C -0.29
4. F -0.01

---

Record 3
C17H19FN2O3S | ωB97M-V with the def2-TZVPD basis set

Positions of all 43 atoms, in Å:
F: 4.36 -0.37 -2.20
S: 3.28 0.87 -2.31
C: 1.86 -0.06 -2.61
C: 0.55 0.26 -2.10
O: 3.22 1.38 -0.96
O: 3.74 1.63 -3.45
H: 2.03 -0.84 -3.37
H: -0.16 -0.14 -2.92
H: 0.51 1.33 -1.78
C: 1.63 0.28 5.33
N: 1.91 -0.57 4.18
C: 3.12 -1.36 4.34
C: 1.18 -0.51 3.03
C: 0.20 0.47 2.76
C: -0.38 0.61 1.53
N: -0.05 -0.22 0.50
C: -0.46 -0.07 -0.91
C: -1.70 0.82 -1.01
C: -2.70 0.50 -2.07
C: -3.40 1.60 -2.61
C: -4.23 1.45 -3.72
C: -4.43 0.18 -4.27
C: -3.84 -0.93 -3.66
C: -3.00 -0.79 -2.55
O: -1.94 1.78 -0.28
C: 0.78 -1.27 0.77
C: 1.42 -1.42 1.97
H: 0.55 0.42 5.48
H: 2.09 -0.17 6.21
H: 2.07 1.29 5.25
H: 3.24 -2.06 3.52
H: 4.02 -0.75 4.43
H: 3.03 -1.91 5.27
H: -0.07 1.16 3.54
H: -1.13 1.37 1.38
H: -0.70 -1.09 -1.26
H: -3.27 2.58 -2.14
H: -4.70 2.34 -4.14
H: -5.05 0.07 -5.16
H: -4.02 -1.93 -4.07
H: -2.61 -1.67 -2.03
H: 0.91 -2.02 -0.02
H: 2.11 -2.26 2.08

Values from the calculation:
Gap between HOMO and LUMO, eV: 5.7
Net charge: 0
ΔE to the lowest compared entry with this formula, charge and spin, eV: 5.079
Multiplicity: 1

Atom charges from the Löwdin analysis, given in e for atoms 1 to 4:
1. F -0.26
2. S 0.61
3. C -0.32
4. C -0.24

---

Record 4
C17H19N | ωB97M-V with the def2-TZVPD basis set

Positions of all 37 atoms, in Å:
C: -0.76 -4.02 -0.45
C: -0.14 -2.87 0.26
C: -0.56 -2.21 1.39
N: 0.31 -1.21 1.75
C: 1.44 -1.33 0.95
C: 2.65 -0.63 1.01
C: 3.58 -0.91 0.04
C: 3.28 -1.84 -1.01
C: 2.10 -2.52 -1.02
C: 1.14 -2.29 -0.02
H: -0.12 -4.90 -0.34
H: -0.82 -3.76 -1.51
H: -1.79 -4.15 -0.15
H: -1.45 -2.39 1.98
H: 0.31 -0.83 2.67
H: 2.98 0.07 1.77
H: 4.54 -0.42 0.00
H: 4.05 -2.07 -1.73
H: 1.91 -3.26 -1.80
C: -0.34 0.50 -2.02
C: -0.11 1.83 -1.33
C: -1.14 2.32 -0.32
C: -0.81 2.13 1.03
C: -1.41 2.96 1.98
C: -2.46 3.79 1.60
C: -2.90 3.88 0.27
C: -2.24 3.11 -0.64
H: -0.51 -0.26 -1.25
H: 0.25 0.31 -2.90
H: -1.39 0.52 -2.40
H: 0.85 1.81 -0.82
H: 0.04 2.63 -2.06
H: -0.02 1.44 1.28
H: -1.16 2.85 3.02
H: -2.98 4.31 2.39
H: -3.87 4.32 0.09
H: -2.42 3.08 -1.72

Values from the calculation:
Gap between HOMO and LUMO, eV: 8.7
Net charge: 0
ΔE to the lowest compared entry with this formula, charge and spin, eV: 0.873
SMILES string: Cc1c[nH]c2ccccc12.CCc1ccccc1
Multiplicity: 1

Atom charges from the Löwdin analysis, given in e for atoms 1 to 4:
1. C -0.05
2. C -0.24
3. C -0.06
4. N 0.07

---

Record 5
C17H19N2O2SiTa | ωB97M-V with the def2-TZVPD basis set

Positions of all 42 atoms, in Å:
Ta: -0.71 -0.77 0.99
O: -2.46 -0.30 0.59
C: -3.29 0.62 0.02
C: -4.66 0.47 0.05
C: -5.44 1.45 -0.56
C: -4.86 2.55 -1.18
C: -3.48 2.69 -1.20
C: -2.68 1.71 -0.59
C: -1.27 1.89 -0.55
N: -0.40 1.08 0.00
N: 0.90 1.58 0.00
C: 1.65 0.87 0.75
O: 1.05 -0.23 1.32
C: 3.05 1.11 1.01
C: 3.76 0.26 1.86
C: 5.10 0.51 2.11
C: 5.72 1.61 1.53
C: 5.01 2.46 0.69
C: 3.68 2.22 0.43
H: -5.11 -0.39 0.54
H: -6.51 1.35 -0.54
H: -5.48 3.29 -1.64
H: -3.02 3.54 -1.67
H: -0.84 2.80 -0.97
H: 3.28 -0.59 2.32
H: 5.66 -0.15 2.77
H: 6.76 1.80 1.74
H: 5.50 3.31 0.24
H: 3.12 2.87 -0.22
C: -1.09 -2.67 -2.44
Si: -0.32 -2.53 -0.77
C: -1.29 -3.08 0.88
C: 1.40 -3.18 -0.69
H: -0.99 -3.72 -2.72
H: -0.48 -2.08 -3.12
H: -2.13 -2.37 -2.54
H: -1.05 -4.15 0.83
H: -2.37 -2.96 0.88
H: -0.97 -2.86 1.92
H: 1.38 -4.24 -0.96
H: 1.84 -3.06 0.30
H: 2.05 -2.69 -1.41

Values from the calculation:
Gap between HOMO and LUMO, eV: 6.0
Net charge: +2
Multiplicity: 1

Atom charges from the Löwdin analysis, given in e for atoms 1 to 4:
1. Ta 1.67
2. O -0.24
3. C -0.26
4. C 0.03

---

Record 6
C17H19N3O2S | ωB97M-V with the def2-TZVPD basis set

Positions of all 42 atoms, in Å:
C: -2.33 -0.91 2.89
C: -2.94 -0.96 1.49
N: -4.23 -0.92 1.40
O: -4.68 -1.13 0.09
C: -3.61 -1.30 -0.79
C: -2.59 -1.08 0.23
C: -1.21 -1.23 -0.06
O: -0.76 -2.01 -1.04
N: -0.30 -0.13 0.16
C: 1.14 -0.45 0.15
N: 1.92 0.52 0.77
C: 3.14 -0.05 0.44
C: 4.44 0.23 0.93
C: 5.64 -0.10 0.78
C: 5.67 -1.34 -0.18
C: 4.45 -1.93 -0.44
C: 3.35 -1.47 -0.21
S: 1.67 -1.84 -0.67
H: 4.67 -2.68 -1.24
H: 6.60 -1.73 -0.16
H: 6.49 0.23 1.04
H: 4.24 1.39 1.82
C: -0.65 1.26 0.80
H: 0.04 1.50 1.65
C: -0.75 2.38 -0.61
C: 0.66 2.43 -1.10
H: 0.52 3.07 -1.77
H: 0.87 1.69 -1.72
H: 1.31 2.55 -0.28
C: -1.82 1.83 -1.29
H: -2.80 1.89 -0.91
H: -1.97 2.63 -2.23
H: -1.60 0.98 -1.86
H: -1.03 3.02 0.12
H: -1.65 1.00 1.24
C: -3.72 -1.04 -2.07
H: -4.58 -1.87 -2.52
H: -2.85 -1.65 -2.24
H: -3.94 -0.22 -2.54
H: -1.45 -1.03 2.77
H: -2.76 -1.70 3.64
H: -2.60 0.15 3.49

Values from the calculation:
Gap between HOMO and LUMO, eV: 7.4
Net charge: 0
ΔE to the lowest compared entry with this formula, charge and spin, eV: 17.857
Multiplicity: 1

Atom charges from the Löwdin analysis, given in e for atoms 1 to 4:
1. C 0.03
2. C -0.31
3. N 0.13
4. O 0.03

---

- Look up the multiplicity of the fifth one.
  1

---

- What is the formula in the sixth record?
  C17H19N3O2S

---

Copy entry 3 word for word.
C17H19FN2O3S | ωB97M-V with the def2-TZVPD basis set

Positions of all 43 atoms, in Å:
F: 4.36 -0.37 -2.20
S: 3.28 0.87 -2.31
C: 1.86 -0.06 -2.61
C: 0.55 0.26 -2.10
O: 3.22 1.38 -0.96
O: 3.74 1.63 -3.45
H: 2.03 -0.84 -3.37
H: -0.16 -0.14 -2.92
H: 0.51 1.33 -1.78
C: 1.63 0.28 5.33
N: 1.91 -0.57 4.18
C: 3.12 -1.36 4.34
C: 1.18 -0.51 3.03
C: 0.20 0.47 2.76
C: -0.38 0.61 1.53
N: -0.05 -0.22 0.50
C: -0.46 -0.07 -0.91
C: -1.70 0.82 -1.01
C: -2.70 0.50 -2.07
C: -3.40 1.60 -2.61
C: -4.23 1.45 -3.72
C: -4.43 0.18 -4.27
C: -3.84 -0.93 -3.66
C: -3.00 -0.79 -2.55
O: -1.94 1.78 -0.28
C: 0.78 -1.27 0.77
C: 1.42 -1.42 1.97
H: 0.55 0.42 5.48
H: 2.09 -0.17 6.21
H: 2.07 1.29 5.25
H: 3.24 -2.06 3.52
H: 4.02 -0.75 4.43
H: 3.03 -1.91 5.27
H: -0.07 1.16 3.54
H: -1.13 1.37 1.38
H: -0.70 -1.09 -1.26
H: -3.27 2.58 -2.14
H: -4.70 2.34 -4.14
H: -5.05 0.07 -5.16
H: -4.02 -1.93 -4.07
H: -2.61 -1.67 -2.03
H: 0.91 -2.02 -0.02
H: 2.11 -2.26 2.08

Values from the calculation:
Gap between HOMO and LUMO, eV: 5.7
Net charge: 0
ΔE to the lowest compared entry with this formula, charge and spin, eV: 5.079
Multiplicity: 1

Atom charges from the Löwdin analysis, given in e for atoms 1 to 4:
1. F -0.26
2. S 0.61
3. C -0.32
4. C -0.24